The following is a quantum chemistry calculation of 10 unconnected molecules or ions with the total composition C44H97N3O7 in a non-equilibrium geometry, from the Open Molecules 2025 dataset.

CARTESIAN COORDINATES (ANGSTROEM)
C (-6.177389, -26.930408, 6.191011)
C (-6.296204, -27.013474, 7.724882)
N (-5.056705, -27.095664, 8.433126)
C (-4.351656, -28.344462, 8.141911)
C (-5.213322, -29.618887, 8.360904)
C (-4.172614, -25.953018, 8.302885)
C (-4.825795, -24.676929, 8.705206)
H (-5.768972, -25.914406, 5.947104)
H (-7.126117, -27.072384, 5.708275)
H (-5.548246, -27.726181, 5.807188)
H (-6.848856, -26.147604, 8.096095)
H (-6.827657, -27.967151, 7.952454)
H (-3.960996, -28.398292, 7.104243)
H (-3.494718, -28.272994, 8.808366)
H (-4.422798, -30.320634, 8.611988)
H (-5.984947, -29.481168, 9.167857)
H (-5.772540, -29.894896, 7.467713)
H (-3.807881, -25.884102, 7.237563)
H (-3.365468, -26.232999, 8.989417)
H (-5.712764, -24.447282, 8.083002)
H (-4.148667, -23.846126, 8.529446)
H (-5.172128, -24.576279, 9.770455)
C (-5.678510, -26.745199, 2.337185)
C (-5.175485, -27.622458, 1.224027)
N (-6.056127, -28.759394, 0.914117)
C (-7.393329, -28.359620, 0.460545)
C (-7.267766, -27.331368, -0.734835)
C (-6.214003, -29.764486, 1.931421)
C (-4.945192, -30.213479, 2.592696)
H (-5.154902, -25.778425, 2.419947)
H (-5.809237, -27.277309, 3.269286)
H (-6.698095, -26.451957, 2.048821)
H (-4.970873, -27.012373, 0.356641)
H (-4.207527, -28.047092, 1.540129)
H (-7.933702, -29.269138, 0.194149)
H (-7.992803, -27.914657, 1.260873)
H (-8.277029, -27.225156, -1.127779)
H (-6.890050, -26.338954, -0.343127)
H (-6.531341, -27.722847, -1.453509)
H (-6.702407, -30.551665, 1.404624)
H (-6.935980, -29.506318, 2.786731)
H (-4.535057, -29.537783, 3.333696)
H (-4.167544, -30.416707, 1.867981)
H (-5.110284, -31.159480, 3.103243)
C (-6.151631, -14.711725, 3.949400)
C (-6.143858, -16.192678, 3.387889)
N (-5.986115, -17.287166, 4.403560)
C (-4.706366, -17.352067, 5.019511)
C (-3.671688, -18.036785, 4.176393)
C (-7.061328, -17.394389, 5.345435)
C (-8.467778, -17.385754, 4.646255)
H (-6.913704, -14.502388, 4.717199)
H (-6.320703, -14.096777, 3.071761)
H (-5.195257, -14.340139, 4.363305)
H (-7.137271, -16.361830, 2.868996)
H (-5.434410, -16.231590, 2.574053)
H (-4.326978, -16.348835, 5.348119)
H (-4.894017, -17.881851, 5.908324)
H (-3.472194, -17.494705, 3.284874)
H (-2.681747, -18.180555, 4.631540)
H (-4.000374, -19.036736, 3.955427)
H (-7.057728, -16.548677, 6.047701)
H (-6.860888, -18.339611, 5.875987)
H (-8.838355, -16.359863, 4.427577)
H (-9.204457, -17.876591, 5.303869)
H (-8.525997, -17.973390, 3.751884)
C (-5.361124, -21.112306, 6.784071)
C (-5.566198, -21.325907, 8.317712)
C (-4.126626, -21.214201, 8.762540)
O (-3.339907, -21.757152, 7.685253)
C (-4.131511, -21.926823, 6.519409)
H (-5.241081, -20.038056, 6.582385)
H (-6.255038, -21.443270, 6.237144)
H (-5.947373, -22.330238, 8.467596)
H (-6.178871, -20.533042, 8.758683)
H (-3.850706, -21.718054, 9.677233)
H (-3.883222, -20.161188, 8.885564)
H (-4.364969, -22.990662, 6.383135)
H (-3.553564, -21.584606, 5.657273)
C (-5.061263, -19.628308, -1.259676)
C (-5.568530, -20.351410, 0.029394)
C (-5.277209, -19.360223, 1.168859)
O (-4.816606, -18.156645, 0.555942)
C (-4.237751, -18.510102, -0.702645)
H (-5.879940, -19.182516, -1.807243)
H (-4.542073, -20.312884, -1.938149)
H (-5.000564, -21.289615, 0.128529)
H (-6.608888, -20.629433, -0.013469)
H (-4.557521, -19.706174, 1.953349)
H (-6.229314, -19.192202, 1.637963)
H (-3.232252, -18.786906, -0.520430)
H (-4.291316, -17.582326, -1.272470)
C (-9.684035, -23.634505, -0.873766)
C (-10.598079, -23.379963, 0.324212)
C (-10.398123, -21.915586, 0.661237)
O (-8.950354, -21.776609, 0.416254)
C (-8.502576, -22.705204, -0.583086)
H (-10.178909, -23.392837, -1.782538)
H (-9.378856, -24.678748, -0.930856)
H (-10.266856, -23.954125, 1.218128)
H (-11.614258, -23.697256, 0.120655)
H (-10.462517, -21.562182, 1.691009)
H (-10.939878, -21.177560, 0.091877)
H (-7.649855, -23.221469, -0.176292)
H (-8.203996, -22.132616, -1.514301)
C (-10.077958, -18.130879, -0.731189)
C (-8.552467, -18.142998, -1.071874)
C (-8.007968, -17.062161, -0.047137)
O (-8.860735, -17.297835, 1.105909)
C (-10.106426, -17.825077, 0.730785)
H (-10.507426, -19.114401, -0.957162)
H (-10.614091, -17.393710, -1.366129)
H (-8.400025, -17.830339, -2.101906)
H (-8.190570, -19.140415, -0.833383)
H (-8.177302, -16.046630, -0.490669)
H (-6.967633, -17.115872, 0.283051)
H (-10.856554, -17.077505, 0.930964)
H (-10.321926, -18.746743, 1.300624)
C (-11.096088, -20.364169, 5.706553)
C (-11.636495, -21.818205, 5.628576)
C (-11.357738, -22.065789, 4.138264)
O (-11.825731, -20.890625, 3.490028)
C (-11.435717, -19.786784, 4.318324)
H (-10.013892, -20.303462, 5.874057)
H (-11.632055, -19.835797, 6.460024)
H (-12.722125, -21.756595, 5.888489)
H (-11.086897, -22.517306, 6.230113)
H (-11.897512, -22.871877, 3.692822)
H (-10.238711, -22.161283, 3.976077)
H (-12.218434, -18.991363, 4.333107)
H (-10.569599, -19.274422, 3.842687)
C (-2.594413, -21.808697, 2.337657)
C (-3.075607, -23.195150, 2.394642)
C (-2.992145, -23.903808, 3.749218)
O (-3.556223, -23.807025, 1.449420)
H (-2.922191, -21.381297, 1.376158)
H (-1.487745, -21.766151, 2.347782)
H (-2.995216, -21.235731, 3.192613)
H (-2.316264, -23.425728, 4.490844)
H (-2.953744, -24.986941, 3.686850)
H (-4.024573, -23.775316, 4.223550)
C (-7.617411, -23.292293, 3.186099)
C (-6.861417, -22.043682, 3.234178)
C (-7.551503, -20.736142, 3.001961)
O (-5.669729, -21.991226, 3.454146)
H (-8.326204, -23.221377, 4.043375)
H (-6.936403, -24.097883, 3.410800)
H (-8.220342, -23.315925, 2.294962)
H (-6.872198, -19.934420, 3.330360)
H (-8.525353, -20.622271, 3.430191)
H (-7.583172, -20.599038, 1.929884)

Cartesian forces (eV/Å) of the 6 atoms listed first:
0.586 1.111 0.552
-0.852 -0.861 -0.627
0.026 -0.663 -0.059
-0.746 0.479 0.038
0.273 1.204 0.702
-0.024 -1.112 -0.291

The molecular weight is 780.27 g/mol. The orbital gap is 8.37 eV. Its structure (SMILES) is CCN(CC)CC.CCN(CC)CC.CCN(CC)CC.C1CCOC1.C1CCOC1.C1CCOC1.C1CCOC1.C1CCOC1.CC(C)=O.CC(C)=O. Its HOMO energy is -7.97 eV. As for the total energy: -2425.43602 a.u.